{"formula": "C4H6N2", "method": "the ωB97M-V functional and the def2-TZVPD basis", "elements": ["N", "C", "C", "C", "C", "N", "H", "H", "H", "H", "H", "H"], "positions_angstrom": [[-1.63, 2.91, -0.73], [-0.98, 2.02, -0.39], [-0.23, 0.87, 0.07], [-0.42, -0.08, 1.21], [0.85, -0.69, 0.57], [0.84, 0.39, -0.45], [-0.28, 0.36, 2.21], [-1.33, -0.69, 1.19], [0.21, -1.69, -2.61], [0.73, -1.67, 0.10], [1.76, -0.68, 1.18], [0.47, -1.04, -2.35]], "nbo_charge": [-0.253, 0.233, 0.136, -0.457, -0.244, -0.295, 0.232, 0.232, -0.016, 0.213, 0.208, 0.011], "spin_multiplicity": 1, "total_energy_ev": -7222.64380, "homo_lumo_gap_ev": 11.09, "e_above_lowest_kj_mol": 284.4, "homo_energy_ev": -10.979}

---

{"formula": "C4H6N2", "method": "the ωB97M-V functional and the def2-TZVPD basis", "elements": ["C", "N", "C", "C", "N", "C", "H", "H", "H", "H", "H", "H"], "positions_angstrom": [[1.74, -1.18, -0.21], [0.69, -0.20, -0.31], [-1.12, 1.77, -0.36], [-1.74, 1.51, 0.72], [-1.58, 0.36, -0.22], [-0.49, -0.52, 0.02], [2.19, -1.31, -1.20], [2.53, -0.82, 0.45], [1.40, -2.17, 0.14], [-0.60, 2.35, -1.10], [-2.24, 1.71, 1.66], [-0.79, -1.51, 0.40]], "nbo_charge": [-0.428, -0.458, -0.027, -0.064, -0.474, 0.250, 0.203, 0.202, 0.169, 0.245, 0.235, 0.147], "smiles": "C/N=C/N1C=C1", "spin_multiplicity": 1, "total_energy_ev": -7221.22380, "homo_lumo_gap_ev": 9.71, "e_above_lowest_kj_mol": 421.4, "homo_energy_ev": -8.553}

---

{"formula": "C4H6N2", "method": "the ωB97M-V functional and the def2-TZVPD basis", "elements": ["N", "C", "C", "C", "C", "N", "H", "H", "H", "H", "H", "H"], "positions_angstrom": [[0.25, 1.33, 0.88], [0.12, 0.30, -0.08], [-1.26, 0.22, -0.76], [-0.84, -0.83, 0.16], [1.29, -0.41, -0.42], [1.91, -1.37, 0.03], [0.82, 1.06, 1.67], [0.67, 2.18, 0.51], [-1.37, -0.03, -1.82], [-1.85, 1.06, -0.40], [0.99, -1.77, 0.67], [-0.72, -1.74, -0.44]], "nbo_charge": [-0.792, -0.042, -0.407, -0.273, 0.371, -0.588, 0.372, 0.371, 0.209, 0.235, 0.351, 0.193], "spin_multiplicity": 1, "total_energy_ev": -7219.17809, "homo_lumo_gap_ev": [7.43, 8.35], "e_above_lowest_kj_mol": 618.7, "homo_energy_ev": [-8.077, -8.723]}

---

{"formula": "C4H6N2", "method": "the ωB97M-V functional and the def2-TZVPD basis", "elements": ["C", "C", "C", "C", "N", "N", "H", "H", "H", "H", "H", "H"], "positions_angstrom": [[1.12, 0.03, -0.41], [2.30, -0.45, 0.04], [-1.32, 0.90, -0.15], [-2.29, -0.16, 0.13], [-0.02, 0.47, -0.33], [3.36, 0.32, 0.18], [2.17, -1.48, 0.35], [-1.76, 1.95, -0.36], [-2.81, -0.14, -0.80], [-3.06, -0.10, 0.86], [-1.91, -1.18, 0.17], [4.20, -0.15, 0.32]], "mulliken_spin": [0.310, 0.109, 0.821, -0.025, 0.156, 0.535, 0.008, 0.008, 0.056, 0.031, 0.002, -0.012], "spin_multiplicity": 3, "total_energy_ev": -7219.51587, "homo_lumo_gap_ev": [6.40, 8.40], "e_above_lowest_kj_mol": 152.4, "homo_energy_ev": [-5.646, -9.462]}